145
Properties=species:S:1:pos:R:3:mulliken_charge:R:1 method="wB97M-V/def2-TZVPD" charge=0 de_lowest_kj_mol=173.0 spin_multiplicity=1 largest_force_ev_per_a=2.76
S -5.9480 -1.1679 -2.6663 1.08
S 1.5152 1.7251 5.0860 1.06
S 1.1042 -2.6006 -5.7657 1.13
S 4.9941 -0.2400 -2.9417 1.17
S -1.7582 7.1779 3.2881 1.11
S -0.5957 -1.3770 1.2174 0.23
S -0.0045 -6.5460 4.6192 1.00
S 4.1214 -1.8037 1.7553 1.22
S -4.9082 -6.3799 0.1146 1.13
S 0.7261 3.8566 -2.5406 0.87
S -4.1491 3.2175 -1.0884 0.94
O 0.1743 -5.3589 5.7114 -0.37
O 0.7419 -7.7004 5.0449 -0.57
O 4.6171 -1.6391 -2.9853 -0.62
O -6.6177 -2.2794 -3.2928 -0.57
O -5.0830 -1.6368 -1.3705 -0.28
O 4.3586 -2.7446 2.8126 -0.63
O 2.9035 -2.2868 0.8038 -0.04
O 5.2076 -2.1084 0.5790 -0.37
O 0.8432 -5.8236 3.4255 -0.26
O -1.4715 -2.3921 0.7012 -0.44
O -0.0387 -1.5469 2.5317 -0.45
O -6.6902 0.0354 -2.4174 -0.54
O -0.8597 6.8436 4.3620 -0.63
O -1.3024 0.1028 1.0941 0.01
O -0.2913 4.4958 -1.7136 -0.71
O 0.9090 2.4557 -2.2460 -0.46
O -4.6055 -0.7712 -3.5587 -0.47
O 5.1608 0.5175 -4.1605 -0.73
O 2.4481 -2.7983 -6.2703 -0.66
O -1.4024 -6.7141 4.2887 -0.46
O 1.9008 2.7280 6.0533 -0.73
O 4.1299 -0.3838 1.9740 -0.51
O 0.6218 -0.9837 0.2536 -0.16
O 1.0794 2.1593 3.7733 -0.60
O 0.0092 -3.2205 -6.4660 -0.67
O -4.6177 2.0985 -2.1368 -0.09
O -3.2158 2.6400 -0.1562 -0.33
O -5.1957 4.0744 -0.6403 -0.62
O -6.2268 -6.7042 -0.3655 -0.67
O -3.2276 4.0521 -2.2020 -0.23
O -3.7196 -6.8172 -0.5939 -0.65
O -2.1358 8.5751 3.1162 -0.66
C -3.2476 6.0423 3.3124 -0.83
C 2.7524 5.2661 -3.5768 -0.53
C 0.8212 0.4278 0.2165 0.93
C -4.7661 -4.5902 0.3248 -0.48
C 4.5948 1.7138 -1.1511 -0.40
C -4.1830 -4.3391 1.7210 -0.09
C 5.9951 1.1259 -0.8187 -0.74
C -4.6931 2.6868 -3.4331 -0.50
C -1.1132 6.4815 1.7293 -0.90
C 0.9585 -0.7877 5.7243 -0.67
C 0.2243 0.5565 5.7176 -0.87
C 2.2648 4.8011 -2.2301 -0.88
C -3.6129 -5.6523 2.2629 -0.51
C -3.8063 -1.0125 -1.3514 0.67
C 1.4349 -4.7320 5.4451 -0.52
C 0.9750 -1.6155 -3.2354 1.13
C -3.2209 5.3321 1.9652 -0.71
C 2.8732 0.5653 4.9306 -0.82
C 2.2102 -0.7620 4.8234 0.71
C -1.7673 5.1405 1.4987 0.55
C 1.4817 -4.6593 3.9180 0.51
C -3.4065 3.4843 -3.4735 -0.10
C 0.3057 -0.5982 -4.1914 0.00
C 0.6075 4.1948 -4.3146 -0.57
C 0.8531 -0.8093 -5.6020 -0.97
C 1.0600 -2.9743 -3.9701 -0.92
C -3.3863 -0.8189 -2.8095 0.25
C 3.3460 -3.1510 -0.2837 0.36
C -4.5857 -6.7764 1.8393 -0.91
C -0.2894 1.1200 0.9969 1.21
C 4.8378 -3.2830 -0.0757 -0.50
C 3.8258 0.5724 -1.7845 1.51
C 1.5519 5.4021 -4.5083 -0.81
C 6.3993 0.0673 -1.8428 -0.62
H -2.8004 -1.6344 -3.2247 0.42
H -4.9265 -3.9687 2.4342 0.36
H -3.7438 4.3790 1.8876 0.33
H -3.0706 -1.6117 -0.8183 -0.12
H 1.8867 5.4725 -5.5427 0.43
H 1.6977 -3.7983 5.9288 0.33
H 2.8580 -1.6069 5.0619 0.59
H -5.5415 -6.8209 2.3646 0.38
H -0.6409 0.5985 5.0652 0.38
H 4.6700 2.5939 -1.7849 0.27
H 0.1353 -3.5161 -3.7741 0.43
H 0.3091 0.4519 -3.9044 -0.10
H 1.8715 -0.4135 -5.6070 0.40
H 3.0018 -2.7348 -1.2261 -0.49
H 1.0828 3.3163 -4.7579 0.34
H -4.1177 6.6753 3.4513 0.44
H 0.7328 0.7136 -0.8301 -0.60
H 4.1095 1.9018 -0.1933 0.26
H 0.9199 -3.7522 3.6764 -0.21
H 0.3450 -1.6547 5.4870 0.22
H -4.1430 -7.7667 1.9205 0.43
H -3.3666 -5.7011 3.3202 0.51
H -3.0008 0.1989 -2.8657 -0.30
H -1.5127 7.1441 0.9543 0.38
H -0.7575 -0.8694 -4.2099 0.04
H 1.8577 5.6534 -1.6786 0.34
H -5.5383 3.3550 -3.6057 0.26
H 5.1360 -4.2376 0.3662 0.21
H -2.6601 -5.8908 1.7845 0.22
H -5.8104 -4.2677 0.3368 0.31
H 0.4468 -1.6579 -2.2840 0.13
H 0.0424 0.9032 6.7308 0.43
H 5.3177 -3.3394 -1.0569 0.41
H 3.5003 0.6638 5.8165 0.39
H 0.9938 6.3230 -4.3224 0.31
H -3.5332 -3.4620 1.7160 -0.21
H -3.7427 5.9577 1.2313 0.34
H 0.0165 1.4777 1.9831 -0.48
H 3.4131 0.9542 4.0687 0.21
H -1.6227 4.7167 0.5083 -0.20
H 6.5368 -0.8955 -1.3440 0.19
H 2.5123 -4.6425 3.5721 0.13
H 3.3537 6.1721 -3.5324 0.41
H -3.3483 4.3009 -4.1956 0.39
H -3.0847 5.3009 4.0921 0.37
H -2.5648 2.8249 -3.7296 -0.05
H 1.8307 0.6389 0.5684 -0.04
H 2.9933 4.3603 -1.5541 0.39
H 1.8774 -0.9433 3.7950 -0.82
H 2.8800 0.7537 -2.2947 -0.20
H 3.6071 -0.1905 -1.0323 -1.07
H -4.3335 -4.0934 -0.5383 0.21
H -0.4158 4.2684 -4.6663 0.45
H 2.8537 -4.1004 -0.0728 0.43
H 6.8103 1.8495 -0.7410 0.45
H 0.3081 -0.4015 -6.4477 0.54
H -1.3717 4.3804 2.1866 -0.04
H 2.1600 -5.4974 5.7475 0.45
H 6.0340 0.7239 0.1951 0.15
H -4.7107 1.8660 -4.1459 0.39
H 7.3242 0.2090 -2.3973 0.50
H -0.6196 2.0286 0.4945 -0.31
H 1.3547 -0.9180 6.7368 0.46
H -0.0297 6.5527 1.6660 0.49
H 1.9848 -1.2719 -3.0019 -1.03
H 1.9226 -3.5936 -3.7447 0.46
H -3.8680 -0.0681 -0.8093 -0.09
H 3.3920 4.4909 -4.0146 0.24

=====

126
Properties=species:S:1:pos:R:3:mulliken_charge:R:1 method="wB97M-V/def2-TZVPD" charge=+1 spin_multiplicity=1 largest_force_ev_per_a=2.12
F -17.2822 17.4807 6.8631 -0.21
F -15.9799 19.3830 7.2656 0.14
F -18.2568 19.5539 7.2412 -0.55
F -17.0148 19.2088 5.3011 -0.40
O -12.5497 16.1102 5.5854 -0.68
O -22.2906 20.1025 4.1140 -0.45
O -13.8131 21.0483 8.5696 -0.64
O -17.0945 24.3451 8.0749 -0.63
O -20.6873 16.4442 8.3632 -0.02
O -18.8125 20.0171 -0.3934 -0.35
O -15.1785 15.6544 9.3263 -0.63
O -19.6322 18.5954 12.6756 -0.21
O -16.8989 16.4422 1.0932 -0.63
N -14.3002 17.2926 6.2658 0.23
N -16.9783 15.5733 3.1829 -0.16
N -14.1568 14.2242 7.9033 -0.30
N -19.1365 20.6126 2.2247 -0.16
N -17.1275 22.1141 7.9847 0.00
N -15.6569 22.9823 4.4771 0.26
N -12.6865 27.0646 9.2020 0.06
N -14.0109 18.8714 8.9239 -0.06
N -21.7814 16.9776 10.9972 -0.31
C -15.2699 14.8065 8.4478 0.40
C -20.1331 15.6075 7.3636 -0.02
C -16.4500 22.2772 3.4242 -0.98
C -21.9696 15.9710 8.7706 -0.75
C -16.5968 14.2484 7.9812 -0.30
C -16.8636 15.4632 1.8249 0.66
C -20.9645 18.1865 12.9595 -0.71
C -18.7331 18.3892 13.7284 -0.79
C -16.6423 14.0607 1.2970 -1.06
C -13.6389 25.3112 7.3078 0.47
C -21.2507 19.6735 3.2621 -0.47
C -15.1419 22.3709 5.5805 0.19
C -12.9801 17.2021 5.9435 0.69
C -20.0027 20.5636 3.3919 0.00
C -18.3590 19.9993 -1.7258 -0.75
C -12.2177 27.9875 10.2325 -0.90
C -13.3056 19.9983 8.9729 0.45
C -21.7790 18.2362 11.6971 -0.43
C -14.2949 24.5165 6.2538 0.26
C -11.8775 19.9857 9.4434 -1.28
C -22.5439 16.9413 9.7761 -0.63
C -12.5472 26.1292 7.0592 -0.87
C -15.3949 24.2664 4.1910 -0.43
C -14.6245 23.2118 6.5657 -0.62
C -17.8494 19.4731 0.4969 -0.71
C -18.5321 19.3284 1.8480 -0.08
C -13.6583 26.1986 9.5202 -0.65
C -12.0664 26.9852 8.0168 -0.09
C -12.1651 18.4665 6.0058 -0.56
C -22.1025 19.7058 5.4693 -0.42
C -17.7059 23.3122 7.7795 0.86
C -14.6583 25.0557 5.0333 -0.72
C -14.1104 25.2750 8.6183 -0.22
C -19.0650 23.3451 7.1479 -1.15
B -17.1947 18.8408 6.6658 0.22
H -16.8021 21.3094 3.7769 0.02
H -21.8137 15.0167 9.2902 0.39
H -17.2610 15.0878 7.7783 -0.28
H -17.0450 13.6862 8.7966 0.37
H -16.5060 13.6994 7.0465 0.30
H -19.7113 20.8827 1.4304 0.36
H -14.2682 22.7669 7.4932 0.99
H -16.8624 13.3275 2.0797 0.35
H -21.5104 19.0782 11.0492 0.31
H -17.1862 16.4871 3.5517 0.10
H -18.5698 17.3197 13.9077 0.31
H -17.3991 13.8323 0.5484 0.29
H -11.5659 18.5348 6.9055 0.00
H -12.1299 26.2254 6.0634 0.48
H -22.8411 18.9294 5.6998 0.24
H -14.8766 18.9745 8.4043 0.20
H -21.0880 19.3573 5.6454 0.08
H -19.4002 24.3570 6.9280 0.39
H -23.5546 16.5934 10.0244 0.33
H -22.6197 17.9325 9.3042 0.29
H -17.7558 18.7926 13.4427 0.22
H -20.8827 16.5288 10.8981 0.25
H -17.6367 21.2467 7.8848 0.13
H -14.6678 16.3984 6.5305 -0.03
H -17.4023 20.5465 -1.8169 0.29
H -14.4580 26.0869 4.7810 0.59
H -16.1421 22.1686 8.1625 -0.01
H -14.8815 18.1112 6.3282 -0.16
H -22.7983 18.3683 12.0873 0.30
H -11.7160 20.8397 10.0975 0.37
H -11.5161 28.7223 9.8602 0.30
H -15.4142 21.3301 5.7257 0.32
H -11.5323 18.4632 5.1188 0.41
H -20.0924 14.5866 7.7477 0.38
H -15.8528 24.6221 3.2793 0.48
H -17.6067 18.4601 0.1650 0.46
H -13.9034 18.0947 9.5549 0.20
H -14.2694 13.5419 7.1800 0.22
H -20.6173 15.7823 6.3993 0.31
H -21.0357 18.6081 3.3888 0.37
H -15.8017 22.0783 2.5744 0.43
H -19.0372 20.5353 -2.3869 0.26
H -18.1847 18.9813 -2.0903 0.28
H -19.1143 15.9804 7.2446 -0.61
H -19.8177 22.9982 7.8636 0.38
H -14.1194 26.3022 10.4921 0.47
H -20.9602 17.1740 13.3807 0.37
H -11.2220 27.6333 7.8422 0.40
H -22.6385 15.9796 7.9055 0.36
H -11.2230 20.0006 8.5759 0.23
H -21.6642 19.8185 2.2563 0.26
H -17.3181 22.8807 3.1837 0.44
H -19.4446 20.2002 4.2598 -0.30
H -22.3524 20.5297 6.1425 0.27
H -19.1065 22.7704 6.2227 0.13
H -21.4180 18.8828 13.6786 0.39
H -19.2967 18.5532 1.7069 0.40
H -20.2928 21.5824 3.6642 0.30
H -16.9464 20.0974 0.5205 0.26
H -11.6272 19.1077 10.0436 0.38
H -11.7922 27.4094 11.0517 0.38
H -16.7860 14.7801 3.7555 0.13
H -18.9964 18.9593 14.6295 0.31
H -13.0725 28.5062 10.6665 0.36
H -17.7968 19.0416 2.5912 -0.03
H -12.8564 19.3105 5.9478 -0.01
H -14.9276 24.6196 8.9075 0.44
H -13.3063 14.7316 8.0803 0.22
H -15.6260 13.9645 0.9330 0.27

=====

Result set for electronic energy: -221060.3956 -79762.0446 eV, one per record in the order listed.